Model one:
Molecular formula: C4H14N2O2
Method: DFT, ωB97M-V/def2-TZVPD

Geometry as ORCA input:
```
! RIJCOSX wB97M-V def2-TZVPD def2/J DEFGRID3
* xyz 0 1
C -2.3831 -0.3363 0.8079
C -1.3526 -0.3027 -0.3080
O -1.7196 0.5362 -1.4118
C 0.0901 -0.0205 0.1246
N 1.0974 -0.6875 -0.6851
C 0.3407 1.5000 0.1790
N 1.4761 1.7799 1.0722
H -3.1366 0.4380 0.6655
H -2.7853 -1.3295 0.9726
H -1.9309 -0.0531 1.7671
H -1.2825 -1.2732 -0.8061
H -1.9201 1.4145 -1.0691
H 0.2663 -0.3677 1.1470
H 1.9907 -0.4428 -0.2796
H 1.1274 -0.4779 -1.6729
H -0.5923 1.9859 0.5221
H 0.5709 1.9646 -0.7778
H 1.1628 1.6484 2.0289
H 1.7018 2.7662 1.0234
O 2.7022 -2.8588 -1.3729
H 1.9642 -3.4700 -1.3969
H 2.6124 -2.4135 -0.5302
*
```

## Properties
**HOMO-LUMO gap**: 9.76 eV
**E_HOMO**: -0.3305 hartree
**SMILES**: C[C@@H](O)[C@@H](N)CN.O
**E_LUMO**: 0.76 eV

---

Model two:
Molecular formula: C4H14N2O2
Method: DFT, ωB97M-V/def2-TZVPD

Geometry as ORCA input:
```
! RIJCOSX wB97M-V def2-TZVPD def2/J DEFGRID3
* xyz 0 1
C 1.4817 0.4436 -2.4385
C 0.2457 0.8524 -1.6396
C 0.4298 0.8319 -0.1354
N -0.0432 1.9498 0.5338
C 0.9707 -0.2183 0.4688
N 1.0511 -0.4309 1.8751
H 1.7431 -0.5896 -2.2134
H 2.3424 1.0545 -2.1391
H 1.3099 0.6155 -3.4951
H -0.5616 0.1756 -1.9276
H -0.0440 1.8532 -1.9463
H -0.4797 2.6651 -0.0082
H 0.1294 2.0786 1.5141
H 1.0992 -1.1372 -0.0940
H 1.6708 -1.1877 2.1174
H 1.2967 0.3918 2.4109
O -1.2580 -2.5371 -0.7349
H -2.2174 -2.4655 -0.6482
H -0.9163 -1.8691 -0.1309
O -2.1907 -0.4143 1.7777
H -1.3115 -0.2544 1.3855
H -2.0624 -0.7008 2.6847
*
```

## Properties
**HOMO-LUMO gap**: 8.24 eV
**E_HOMO**: -0.2737 hartree
**SMILES**: CC/C(N)=C/N.O.O
**E_LUMO**: 0.79 eV

---

Model three:
Molecular formula: C4H14N2O2
Method: DFT, ωB97M-V/def2-TZVPD

Geometry as ORCA input:
```
! RIJCOSX wB97M-V def2-TZVPD def2/J DEFGRID3
* xyz 0 1
C -1.7326 1.3429 0.9012
O -2.3039 2.3566 1.4889
C -1.7283 0.0832 1.7898
N -1.1828 -1.1277 1.0387
H -2.2182 1.0181 -0.0827
H -0.6399 1.5002 0.6040
H -1.0821 0.2699 2.6399
H -2.7539 -0.1177 2.0926
H -0.5450 -1.6421 1.6509
H -1.9455 -1.7692 0.8543
C 2.0960 -1.0234 -1.6956
O 3.4335 -0.8543 -1.3188
C 1.2803 -0.0112 -0.9113
N -0.1726 -0.2112 -1.1519
H 1.7411 -2.0322 -1.4621
H 1.9561 -0.8596 -2.7691
H 3.9793 -1.4701 -1.8226
H 1.4542 -0.1576 0.1453
H 1.5512 1.0086 -1.1620
H -0.3444 -0.7955 -1.9587
H -0.6485 0.6805 -1.2972
H -0.6571 -0.6301 -0.1449
*
```

## Properties
**HOMO-LUMO gap**: 6.18 eV
**E_HOMO**: -0.2261 hartree
**E_LUMO**: 0.03 eV

---

Model four:
Molecular formula: C4H14N2O2
Method: DFT, ωB97M-V/def2-TZVPD

Geometry as ORCA input:
```
! RIJCOSX wB97M-V def2-TZVPD def2/J DEFGRID3
* xyz 0 1
C -1.3066 -1.3015 -2.0710
N -0.8773 -0.6736 -0.7392
C -1.3556 0.7408 -0.5550
C -0.6830 1.4738 0.5616
N 0.8357 1.6225 0.2898
C 1.7596 0.4411 0.6527
O 2.0067 -0.5054 -0.3314
H -0.8965 -0.8764 -2.9469
H -2.3683 -1.1727 -2.1351
H -1.1255 -2.3950 -2.0260
H 0.1895 -0.6730 -0.7447
H -2.4097 0.6519 -0.3017
H -1.2038 1.3423 -1.5041
H -1.2058 2.4251 0.4302
H -0.9314 1.0299 1.5036
H 1.2254 2.3575 0.8646
H 2.7001 0.9395 0.7787
H 1.4352 0.0683 1.6523
H 2.2727 0.1067 -1.0544
O -0.4270 -1.3656 2.0787
H -0.6330 -1.4449 1.0525
H 0.1177 -2.1582 2.0675
*
```

## Properties
**HOMO-LUMO gap**: 9.95 eV
**E_HOMO**: -0.3339 hartree
**SMILES**: CNCCNCO.O
**E_LUMO**: 0.86 eV

---

Most stable: model two

---

Model one:
Molecular formula: C4H14N2O2
Method: DFT, ωB97M-V/def2-TZVPD

Geometry as ORCA input:
```
! RIJCOSX wB97M-V def2-TZVPD def2/J DEFGRID3
* xyz 0 1
N 0.5371 2.3521 -1.1564
C 0.7686 1.1147 -0.3660
C -0.4052 0.8910 0.5755
N -0.3924 1.7272 1.7734
C -0.4536 -0.5826 1.0537
C -0.8234 -1.5394 -0.0855
O -2.1322 -1.2028 -0.5626
H -0.3999 2.3008 -1.5469
H 1.1380 2.3240 -1.9579
H 0.8968 0.2331 -0.9937
H 1.7134 1.2660 0.1523
H -1.3570 1.0273 0.0623
H -0.2690 2.6830 1.5141
H 0.3000 1.3951 2.4291
H -1.2472 -0.7225 1.7861
H 0.5342 -0.7963 1.4700
H -0.8393 -2.6154 0.1351
H -0.0520 -1.5654 -0.8635
H -2.0415 -0.8040 -1.4401
O 2.2300 -2.2978 -0.9020
H 3.1418 -1.9966 -0.7830
H 2.1460 -2.8300 -0.1049
*
```

## Properties
**HOMO-LUMO gap**: 9.50 eV
**E_HOMO**: -0.3299 hartree
**SMILES**: NC[C@H](N)CCO.O
**E_LUMO**: 0.53 eV

---

Model two:
Molecular formula: C4H14N2O2
Method: DFT, ωB97M-V/def2-TZVPD

Geometry as ORCA input:
```
! RIJCOSX wB97M-V def2-TZVPD def2/J DEFGRID3
* xyz 0 1
C -2.0432 0.1557 1.3929
C -2.1018 0.6389 -0.0568
N -1.0518 0.0251 -0.8757
O -0.8346 0.4690 2.0364
H -0.1505 -0.1261 1.6341
H -1.2193 0.1196 -1.8699
H -0.8375 -0.9363 -0.6233
H -2.2346 -0.9292 1.4078
H -2.8540 0.6385 1.9455
H -1.9597 1.7242 -0.0812
H -3.1011 0.4243 -0.4590
C 1.0675 0.7380 -0.5535
C 1.7783 0.2089 -1.7493
N 2.1110 -1.3034 1.0381
O 0.8160 -1.0489 0.5784
H 2.3912 -2.2259 0.7093
H 2.0993 -1.3320 2.0569
H 0.5033 1.6504 -0.7028
H 1.6692 0.8316 0.3381
H 1.1177 0.0457 -2.6023
H 2.3025 -0.7139 -1.5093
H 2.5320 0.9458 -2.0543
*
```

## Properties
**HOMO-LUMO gap (alpha / beta)**: 8.40 / 8.40 eV
**E_HOMO (alpha / beta)**: -0.2855 / -0.2855 hartree
**E_LUMO (alpha / beta)**: 0.63 / 0.63 eV

---

Model three:
Molecular formula: C4H14N2O2
Method: DFT, ωB97M-V/def2-TZVPD

Geometry as ORCA input:
```
! RIJCOSX wB97M-V def2-TZVPD def2/J DEFGRID3
* xyz 0 1
C 0.8906 -1.1323 -1.3596
C 1.5654 -0.2573 -0.3210
C 0.7779 1.0311 -0.1123
N 0.8738 2.0014 -1.0590
C -0.0741 1.2110 0.9137
N -1.1802 2.1136 0.9413
H 1.6231 -1.4269 -2.0805
H 0.0396 -0.5365 -1.8570
H 0.4645 -2.0344 -1.0211
H 2.5929 0.0588 -0.4252
H 1.7587 -0.9273 0.5937
H 1.3073 1.9274 -2.0128
H 0.3220 2.8414 -1.0820
H -0.0185 0.5076 1.7843
H -1.6049 2.1928 1.7280
H -1.0908 3.0014 0.4763
O 0.0248 -2.9440 1.3787
H -0.8488 -2.5708 0.9222
H -0.1487 -2.8057 2.3219
O -2.1555 -1.1620 -0.3822
H -2.0915 -0.3522 0.0555
H -2.0730 -0.9486 -1.2764
*
```

## Properties
**HOMO-LUMO gap**: 7.73 eV
**E_HOMO**: -0.2554 hartree
**SMILES**: CC/C(N)=C/N.O.O
**E_LUMO**: 0.79 eV

---

Most stable: model one

---

Model one:
Molecular formula: C3H2N4O
Method: DFT, ωB97M-V/def2-TZVPD

Geometry as ORCA input:
```
! RIJCOSX wB97M-V def2-TZVPD def2/J DEFGRID3
* xyz 0 1
O -2.0354 -0.0103 0.7489
C -1.1133 0.0111 0.0008
C -0.4403 1.2645 -0.4166
N 0.8204 1.4221 -0.3245
N 1.4946 0.5962 0.5190
C 1.3976 -0.6707 0.4308
N 0.5879 -1.4568 -0.4294
N -0.6140 -1.1624 -0.6120
H -0.9375 1.9342 -1.1013
H 2.1345 -1.2740 0.9481
*
```

## Properties
**HOMO-LUMO gap**: 8.68 eV
**E_HOMO**: -0.3692 hartree
**SMILES**: O=c1cnncnn1
**E_LUMO**: -1.36 eV

---

Model two:
Molecular formula: C3H2N4O
Method: DFT, ωB97M-V/def2-TZVPD

Geometry as ORCA input:
```
! RIJCOSX wB97M-V def2-TZVPD def2/J DEFGRID3
* xyz 0 1
O -2.1594 -0.2029 0.6411
C -1.1478 -0.0270 0.0527
C -0.5946 1.2097 -0.4141
C 0.7100 1.4147 -0.1859
N 1.5284 0.5356 0.4990
N 1.5500 -0.7022 0.4472
N 0.7261 -1.3846 -0.4107
N -0.4346 -1.0529 -0.6179
H -1.2884 1.8994 -0.9166
H 1.1690 2.3673 -0.3522
*
```

## Properties
**HOMO-LUMO gap**: 8.40 eV
**E_HOMO**: -0.3532 hartree
**SMILES**: O=c1ccnnnn1
**E_LUMO**: -1.21 eV

---

Most stable: model one

---

Model one:
Molecular formula: C3H2N4O
Method: DFT, ωB97M-V/def2-TZVPD

Geometry as ORCA input:
```
! RIJCOSX wB97M-V def2-TZVPD def2/J DEFGRID3
* xyz 0 1
O -1.5505 1.9847 0.3338
C -1.1612 1.0518 -0.2947
N -1.4234 -0.2830 0.2373
C -0.4152 -0.8914 0.5973
C 0.9444 -0.4158 0.5169
N 1.6922 0.1925 -0.5083
N 0.8965 0.4665 -1.5134
N -0.2845 0.9112 -1.5678
H -0.2828 -1.9986 1.0292
H 1.5846 -1.0178 1.1697
*
```

## Properties
**HOMO-LUMO gap**: 8.14 eV
**E_HOMO**: -0.3636 hartree
**SMILES**: O=c1nccnnn1
**E_LUMO**: -1.75 eV

---

Model two:
Molecular formula: C3H2N4O
Method: DFT, ωB97M-V/def2-TZVPD

Geometry as ORCA input:
```
! RIJCOSX wB97M-V def2-TZVPD def2/J DEFGRID3
* xyz 0 1
O -0.8634 -0.9833 1.8477
C -0.7714 -0.9594 0.6753
N 0.3116 -1.7360 0.0245
N 1.1588 -0.9483 -0.5074
C 1.0495 0.4344 -0.0200
C -0.0284 1.1722 -0.4040
N -1.1096 0.4203 -1.0879
N -1.6276 -0.5245 -0.4316
H 2.1168 0.8454 0.2715
H -0.2362 2.2792 -0.3681
*
```

## Properties
**HOMO-LUMO gap**: 8.51 eV
**E_HOMO**: -0.3579 hartree
**SMILES**: O=c1nnccnn1
**E_LUMO**: -1.23 eV

---

Model three:
Molecular formula: C3H2N4O
Method: DFT, ωB97M-V/def2-TZVPD

Geometry as ORCA input:
```
! RIJCOSX wB97M-V def2-TZVPD def2/J DEFGRID3
* xyz 0 1
O -2.1579 -0.3736 0.1878
C -1.1484 -0.2034 -0.4473
C -0.2333 1.1505 -0.5133
N 0.7032 1.1066 0.3199
C 0.8448 -0.0300 1.1114
N 1.0046 -1.1745 0.5135
N 0.6372 -1.4525 -0.7523
N -0.3815 -1.0215 -1.2444
H -0.4484 1.9472 -1.3927
H 1.1796 0.0510 2.2175
*
```

## Properties
**HOMO-LUMO gap**: 9.26 eV
**E_HOMO**: -0.3609 hartree
**SMILES**: O=c1cncnnn1
**E_LUMO**: -0.57 eV

---

Model four:
Molecular formula: C3H2N4O
Method: DFT, ωB97M-V/def2-TZVPD

Geometry as ORCA input:
```
! RIJCOSX wB97M-V def2-TZVPD def2/J DEFGRID3
* xyz 0 1
O 2.3413 0.3155 -0.5404
C 1.2486 0.0229 -0.0982
C 0.5072 0.7335 1.0327
N -0.7112 1.1380 0.8825
N -1.3514 1.1567 -0.3393
N -1.4423 0.0679 -0.9708
C -0.7365 -1.0891 -0.6845
N 0.5146 -1.1332 -0.4763
H 0.9113 0.8391 2.0036
H -1.2815 -2.0512 -0.8094
*
```

## Properties
**HOMO-LUMO gap**: 8.98 eV
**E_HOMO**: -0.3729 hartree
**SMILES**: O=c1cnnncn1
**E_LUMO**: -1.17 eV

---

Most stable: model four

---

Model one:
Molecular formula: C23H28HoNO
Method: DFT, ωB97M-V/def2-TZVPD

Geometry as ORCA input:
```
! RIJCOSX wB97M-V def2-TZVPD def2/J DEFGRID3
* xyz 0 5
C 2.1976 0.0167 2.8730
C 2.2390 -0.6853 1.6465
C 1.8760 0.2065 0.6122
H 2.4880 -1.7245 1.5269
C 1.6431 1.4673 1.1996
C 1.8438 1.3506 2.5860
H 1.3056 2.3486 0.6853
C -1.2847 -1.5868 3.2438
C -0.1877 -2.3040 2.7383
C -0.2827 -2.3077 1.3299
H 0.6043 -2.7456 3.3193
C -1.4318 -1.5861 0.9419
C -2.0485 -1.1467 2.1430
H 1.8113 -0.0229 -0.4377
H 1.6726 2.1286 3.3093
H 2.4122 -0.3905 3.8466
H -2.9316 -0.5387 2.2132
H 0.4242 -2.7620 0.6593
H -1.4889 -1.3755 4.2801
Ho 0.0132 -0.0588 2.0146
C -1.9628 -1.3781 -0.4608
C -3.4712 -1.6493 -0.4404
C -1.2804 -2.3281 -1.4399
H -3.6657 -2.6597 -0.0832
H -3.8891 -1.5401 -1.4357
H -3.9838 -0.9582 0.2271
H -1.4711 -3.3661 -1.1725
H -0.2018 -2.1731 -1.4497
H -1.6599 -2.1640 -2.4423
C -1.6658 0.0781 -0.8419
C -2.2036 0.6001 -2.1568
H -0.5812 0.2185 -0.8485
H -2.0225 0.7392 -0.0530
O -3.1109 0.0859 -2.8023
N -1.6025 1.7429 -2.6011
C -0.4159 2.3732 -2.0698
H -1.9268 2.0379 -3.5086
C 0.9016 1.7955 -2.5357
C 2.0833 2.4193 -2.1392
H 2.0374 3.2906 -1.4975
C 3.3131 1.9289 -2.5450
H 4.2207 2.4251 -2.2280
C 3.3825 0.7963 -3.3475
H 4.3427 0.4089 -3.6602
C 2.2126 0.1642 -3.7370
H 2.2553 -0.7194 -4.3600
C 0.9792 0.6632 -3.3356
H 0.0716 0.1688 -3.6536
H -0.4436 2.3476 -0.9815
H -0.4566 3.4288 -2.3394
C -0.1276 0.6553 4.4917
H -0.0010 -0.2062 5.1773
H -1.1297 1.1055 4.6463
H 0.5972 1.3846 4.8918
*
```

## Properties
**HOMO-LUMO gap (alpha / beta)**: 7.37 / 7.40 eV
**E_HOMO (alpha / beta)**: -0.2714 / -0.2712 hartree
**E_LUMO (alpha / beta)**: -0.02 / 0.02 eV
**<S²>**: 6.01

---

Model two:
Molecular formula: C23H28HoNO
Method: DFT, ωB97M-V/def2-TZVPD

Geometry as ORCA input:
```
! RIJCOSX wB97M-V def2-TZVPD def2/J DEFGRID3
* xyz 0 5
C -0.3129 2.3179 2.9232
C -1.2482 1.7541 2.0056
C -1.0523 0.3421 1.9871
H -2.0605 2.2748 1.4955
C -0.0216 0.0258 2.9319
C 0.4612 1.2479 3.4886
H 0.2298 -0.9744 3.2921
C 0.8183 3.8930 -1.0906
C -0.5007 3.5941 -0.6156
C -0.9885 2.4810 -1.3329
H -1.0541 4.1465 0.1376
C 0.0380 2.0500 -2.2457
C 1.1462 2.9525 -2.0993
H -1.6952 -0.3776 1.4810
H 1.2356 1.3317 4.2531
H -0.2736 3.3620 3.2311
H 2.0705 2.8939 -2.6815
H -1.9580 1.9953 -1.2138
H 1.4467 4.7272 -0.7839
Ho 1.1812 1.2756 1.1248
C 0.2230 0.5706 -2.6015
C 1.1991 0.3695 -3.7434
C -1.1067 -0.1199 -2.8355
H 0.8315 0.9347 -4.6077
H 1.2430 -0.6857 -4.0322
H 2.2133 0.7080 -3.5036
H -1.6295 0.3864 -3.6528
H -1.7583 -0.1049 -1.9528
H -0.9440 -1.1598 -3.1315
C 0.7945 0.1336 -1.1926
C 1.2110 -1.0984 -0.4183
H -0.1234 0.4305 -0.5718
H 1.7091 0.7898 -1.0790
O 1.5759 -0.7705 0.7885
N 1.0633 -2.3680 -0.7784
C 0.8604 -3.3183 0.3696
H 1.6398 -2.6941 -1.5525
C -0.5946 -3.2508 0.7558
C -1.0419 -3.4716 2.0662
H -0.3058 -3.6943 2.8469
C -2.4090 -3.3710 2.3515
H -2.7620 -3.5537 3.3707
C -3.3220 -3.0675 1.3340
H -4.3896 -3.0454 1.5502
C -2.8760 -2.8373 0.0282
H -3.5614 -2.5976 -0.7848
C -1.5145 -2.9608 -0.2546
H -1.1316 -2.8070 -1.2659
H 1.5326 -3.0188 1.1847
H 1.1314 -4.3207 0.0268
C 3.3927 2.1003 1.2031
H 3.5208 3.0936 1.6637
H 3.9689 2.1159 0.2619
H 3.8979 1.3700 1.8692
*
```

## Properties
**HOMO-LUMO gap (alpha / beta)**: 6.46 / 6.48 eV
**E_HOMO (alpha / beta)**: -0.2453 / -0.2454 hartree
**E_LUMO (alpha / beta)**: -0.21 / -0.20 eV
**<S²>**: 6.00

---

Most stable: model one